Here is a structure of composition C17H31BeCl3O2P2 at a distorted geometry from OMol25. Energies are from ωB97M-V with the def2-TZVPD basis set.

The charge is 0. The highest occupied orbital energy is -5.36 eV. The calculation puts the orbital gap at 0.199 hartree.

Positions of all 56 atoms, in Å:
1 P 0.635 -1.891 -0.765
2 P -0.625 0.976 -2.407
3 C -0.176 -1.708 -2.415
4 C 0.179 -0.481 -3.222
5 H -1.259 -1.780 -2.271
6 H 0.108 -2.615 -2.943
7 H 1.254 -0.299 -3.369
8 H -0.250 -0.528 -4.223
9 C -1.939 1.525 -3.598
10 H -2.488 2.349 -3.130
11 H -2.697 0.768 -3.812
12 H -1.453 1.859 -4.523
13 C 0.600 2.252 -2.948
14 H 0.183 2.738 -3.838
15 H 1.583 1.796 -3.108
16 H 0.749 2.994 -2.163
17 C 0.194 -3.611 -0.409
18 H 0.811 -4.006 0.415
19 H 0.449 -4.183 -1.324
20 H -0.874 -3.794 -0.187
21 C 2.371 -1.951 -1.214
22 H 2.741 -0.972 -1.547
23 H 2.359 -2.688 -2.035
24 H 2.962 -2.301 -0.355
25 Be -0.687 -1.878 1.780
26 C 0.975 3.164 1.175
27 C -0.277 3.397 0.741
28 C -1.388 2.434 0.415
29 C -1.280 1.052 1.073
30 C -0.846 0.121 0.023
31 C 0.588 -0.229 0.126
32 C 1.473 0.986 -0.122
33 C 1.632 1.809 1.204
34 C -1.539 -3.283 2.111
35 H 1.552 4.016 1.599
36 H -0.633 4.437 0.678
37 H -1.459 2.311 -0.698
38 H -2.349 2.856 0.715
39 H -0.522 0.997 1.884
40 H -2.254 0.730 1.484
41 H -1.591 -0.472 -0.560
42 H 0.895 -0.568 1.178
43 H 1.035 1.715 -0.806
44 H 2.473 0.755 -0.532
45 H 1.251 1.237 2.063
46 H 2.713 1.941 1.372
47 H -0.848 -4.157 2.096
48 H -2.352 -3.450 1.394
49 H -2.006 -3.264 3.115
50 Cl 0.108 -0.026 6.607
51 C 0.307 0.242 4.900
52 Cl -0.411 1.827 4.420
53 Cl 2.026 0.216 4.385
54 C -0.496 -0.869 4.098
55 O -1.459 -1.431 4.611
56 O -0.053 -1.065 2.866

---

Here is a structure of composition C17H31BeN3P2 at a distorted geometry from OMol25. Energies are from ωB97M-V with the def2-TZVPD basis set.

The charge is 0. The highest occupied orbital energy (alpha / beta) is -7.78 / -7.78 eV. The calculation puts the orbital gap (alpha / beta) at 0.256 / 0.256 hartree.

Positions of all 54 atoms, in Å:
1 P 1.674 1.115 1.750
2 P 0.070 1.843 -1.216
3 C 2.189 2.471 0.581
4 C 1.106 3.058 -0.314
5 H 3.042 2.081 0.005
6 H 2.599 3.279 1.208
7 H 0.407 3.716 0.226
8 H 1.595 3.683 -1.074
9 C 1.049 1.861 -2.804
10 H 0.582 1.181 -3.519
11 H 2.083 1.567 -2.607
12 H 1.033 2.886 -3.203
13 C -1.277 2.966 -1.792
14 H -0.925 3.545 -2.660
15 H -1.578 3.653 -0.989
16 H -2.132 2.365 -2.113
17 C 3.428 1.052 2.299
18 H 3.611 0.303 3.073
19 H 3.696 2.032 2.696
20 H 4.047 0.811 1.424
21 C 0.946 2.390 2.930
22 H -0.042 2.715 2.584
23 H 1.600 3.274 2.943
24 H 0.859 2.011 3.953
25 Be 0.805 -1.579 1.731
26 C -2.953 -1.948 -2.353
27 C -1.823 -1.936 -3.079
28 C -0.441 -1.546 -2.601
29 C -0.090 -2.037 -1.157
30 C -0.037 -0.880 -0.202
31 C -1.219 -0.193 0.149
32 C -2.514 -0.189 -0.562
33 C -3.129 -1.585 -0.912
34 C 1.471 -1.111 3.251
35 H -3.884 -2.220 -2.861
36 H -1.879 -2.144 -4.174
37 H -0.357 -0.444 -2.632
38 H 0.313 -1.968 -3.293
39 H -0.869 -2.730 -0.821
40 H 0.856 -2.625 -1.176
41 H 0.942 -0.330 -0.231
42 H -1.208 0.303 1.138
43 H -2.494 0.455 -1.471
44 H -3.231 0.298 0.123
45 H -2.692 -2.319 -0.224
46 H -4.205 -1.548 -0.695
47 H 0.906 -1.656 4.033
48 H 1.427 -0.056 3.625
49 H 2.509 -1.439 3.351
50 N 0.095 -3.039 1.748
51 C -0.542 -4.025 1.904
52 N -1.158 -5.118 2.211
53 C -1.815 -5.793 1.269
54 N -2.442 -6.457 0.527

---

Here is a structure of composition C17H31Cl2NO3OsP2 at a distorted geometry from OMol25. Energies are from ωB97M-V with the def2-TZVPD basis set.

The charge is 0. The highest occupied orbital energy (alpha / beta) is -6.88 / -7.73 eV. The calculation puts the orbital gap (alpha / beta) at 0.251 / 0.225 hartree. The spin multiplicity is 5.

Positions of all 57 atoms, in Å:
1 Os -0.210 -0.805 -0.298
2 P 0.185 -0.574 -2.547
3 P -0.114 -0.244 1.877
4 N 1.520 -1.583 -0.092
5 H -0.614 2.385 -0.064
6 C 1.060 0.775 -3.446
7 H 1.018 0.656 -4.533
8 H 2.119 0.772 -3.138
9 H 0.629 1.755 -3.180
10 C -1.408 -0.641 -3.468
11 H -1.241 -0.831 -4.541
12 H -1.979 0.285 -3.357
13 H -1.996 -1.469 -3.054
14 C 1.012 -2.071 -3.194
15 H 0.923 -2.136 -4.283
16 H 0.531 -2.943 -2.735
17 H 2.074 -2.043 -2.909
18 C 0.776 1.154 2.692
19 H 0.531 1.266 3.752
20 H 0.464 2.068 2.181
21 H 1.868 1.009 2.584
22 C -1.801 -0.096 2.603
23 H -1.778 0.261 3.651
24 H -2.286 -1.063 2.549
25 H -2.373 0.643 2.023
26 C 0.542 -1.651 2.875
27 H 0.371 -1.513 3.950
28 H 1.610 -1.763 2.696
29 H 0.025 -2.570 2.554
30 C 2.394 -2.449 0.001
31 C 4.749 -3.138 0.008
32 C 3.832 -2.137 -0.095
33 C 2.011 -3.847 0.195
34 C 2.971 -4.821 0.298
35 C 4.331 -4.482 0.206
36 H 5.832 -2.885 -0.063
37 H 4.048 -1.080 -0.242
38 H 0.928 -4.021 0.252
39 H 2.639 -5.867 0.455
40 H 5.077 -5.257 0.286
41 C -1.921 1.612 -0.707
42 O -1.770 0.222 -0.917
43 C -1.138 2.707 -1.499
44 H -1.585 3.675 -1.117
45 H -1.327 2.638 -2.587
46 H -0.072 2.852 -1.287
47 C -3.303 1.989 -0.531
48 H -3.377 2.936 -0.021
49 H -3.889 1.185 -0.044
50 H -3.686 2.095 -1.571
51 Cl -2.892 5.656 1.194
52 C -3.056 4.561 2.572
53 Cl -4.510 3.538 2.483
54 C -1.817 3.593 2.726
55 O -1.522 3.382 3.810
56 O -1.314 3.151 1.537
57 H -3.087 5.160 3.511

---

Here is an isolated molecule of C17H31F3O at a distorted geometry from OMol25. Energies are from ωB97M-V with the def2-TZVPD basis set.

The charge is 0. The highest occupied orbital energy is -9.21 eV. The calculation puts the orbital gap at 0.351 hartree. The SMILES is CCCCCCCCCCCCCCCC(=O)C(F)(F)F.

Positions of all 52 atoms, in Å:
1 C -6.225 -3.289 -1.330
2 H -6.660 -2.362 -1.534
3 C -5.638 -3.380 -0.006
4 C -4.707 -2.461 0.419
5 C -5.306 -1.190 0.359
6 C -4.437 -0.099 1.221
7 C -3.195 0.106 0.534
8 C -2.282 1.370 0.853
9 C -1.029 1.622 0.093
10 C -0.123 2.698 0.773
11 C 1.021 3.300 -0.017
12 C 2.070 2.134 -0.075
13 C 3.439 2.288 -0.862
14 C 4.630 1.620 -0.524
15 C 4.366 0.128 -1.284
16 C 5.559 -0.756 -0.944
17 C 5.965 -1.329 0.379
18 O 5.192 -1.134 1.371
19 C 7.447 -1.718 0.379
20 F 7.451 -2.786 -0.319
21 F 8.262 -0.940 0.069
22 F 7.470 -2.219 1.809
23 H 6.496 -0.082 -1.411
24 H 5.448 -1.584 -1.494
25 H 3.566 -0.184 -0.864
26 H 4.170 0.266 -2.214
27 H 5.494 1.795 -1.043
28 H 4.861 1.598 0.472
29 H 3.094 2.505 -1.701
30 H 3.744 3.429 -0.342
31 H 2.457 1.973 1.020
32 H 1.763 1.077 -0.509
33 H 1.517 4.083 0.361
34 H 0.768 3.134 -1.100
35 H -0.835 3.561 0.849
36 H 0.182 2.687 1.837
37 H -1.202 1.842 -1.020
38 H -0.382 0.702 0.450
39 H -2.866 2.315 1.021
40 H -2.122 1.218 2.102
41 H -3.291 0.424 -0.498
42 H -2.651 -0.610 0.569
43 H -4.215 -0.409 2.199
44 H -4.956 0.799 1.315
45 H -5.674 -0.602 -0.567
46 H -6.106 -1.100 1.071
47 H -3.842 -2.567 -0.211
48 H -4.249 -2.845 1.472
49 H -6.627 -3.332 0.594
50 H -5.483 -4.398 0.171
51 H -6.919 -4.052 -1.743
52 H -5.407 -3.247 -2.151

---

Sequential ΔE to the lowest compared entry with this formula, charge and spin output: 372.1, 284.7, 315.5, 1258.8 kJ/mol